DFT (ωB97M-V/def2-TZVPD) results for the molecule C18H15N3O in a non-equilibrium geometry.

The largest force on an atom comes out at 0.0935 Eh/bohr. As for the net charge: 0. The calculation puts the LUMO energy at -0.173 eV. As for the SMILES: O/C(=C\C1=Nc2ccccc2C2=NCCN12)c1ccccc1. For the frontier orbital gap, the calculation gives 7.57 eV. Its spin multiplicity is 1.

Cartesian coordinates (Å):
O -0.0307 -1.9645 -1.3519
N 0.0706 2.0254 3.4482
N 0.2050 1.2460 1.4223
N 1.0007 -0.8887 0.8145
C -0.2252 -0.6788 -1.7522
C 0.5636 1.1286 2.6858
C 1.8818 -1.7183 4.7921
C -0.7084 3.0608 2.5447
C 2.1180 -2.7576 3.8729
C -0.4969 2.5100 1.1652
C -0.7466 -0.4355 -3.1692
C 0.1120 0.3325 -0.9149
C 1.3708 -1.1396 2.0938
C 0.4247 0.2511 0.5205
C -1.0178 0.8916 -3.6966
C -1.6925 1.0322 -4.8600
C 1.7892 -2.4329 2.5373
C -1.9828 -0.0344 -5.7324
C 1.4809 -0.4311 4.4298
C -1.5809 -1.3008 -5.3572
C 1.2345 -0.1058 3.1132
C -1.0521 -1.5255 -4.0233
H -0.7920 1.6487 -2.9754
H -1.6369 -2.0859 -6.1545
H 2.4427 -3.7596 4.1917
H -0.8104 -2.5883 -3.7580
H -1.7580 3.0820 2.8566
H 0.0237 1.3091 -1.2348
H -1.4073 2.5225 0.5957
H -1.8013 2.1316 -5.0513
H -0.4938 4.0945 2.7394
H 2.0660 -2.0276 5.8707
H 0.6445 -1.8708 -0.6763
H 1.7300 -3.1400 1.6779
H -2.5570 0.3176 -6.5448
H 0.1638 3.1178 0.6699
H 1.4681 0.1837 5.2106

***

DFT (ωB97M-V/def2-TZVPD) results for a structure of composition C4H12O9P3S2Sn.

The largest force on an atom comes out at 0.0061 Eh/bohr. As for the net charge: 0. The calculation puts the LUMO energy (alpha / beta) at 0.306 / -2.559 eV. For the frontier orbital gap (alpha / beta), the calculation gives 8.87 / 7.44 eV. Its spin multiplicity is 2.

Cartesian coordinates (Å):
Sn 1.6648 1.6041 -0.5651
S 1.4915 -1.0472 -0.4292
S -0.8089 1.3261 0.1089
P -0.4459 -0.5866 -0.3969
P 2.4263 4.4841 0.8126
P 3.6959 2.0139 1.1671
O 2.7946 5.8616 0.5505
O 3.9040 1.5353 -0.2527
O -1.0202 -0.9225 -1.8351
O 2.2691 1.5885 1.5412
O 1.8098 3.6422 -0.3416
O 3.7626 3.5949 1.2676
O 4.7966 1.5119 2.1674
O 1.4830 4.3128 2.0810
O -1.2788 -1.4577 0.6253
C -2.9659 -1.8709 -2.8733
C -1.1259 -2.9029 0.6445
C -2.4073 -3.4974 1.1676
C -2.4205 -0.6752 -2.1339
H 1.3127 3.3748 2.2743
H -2.9684 -0.4943 -1.2073
H -0.8997 -3.2528 -0.3651
H -2.2920 -4.5759 1.2776
H -2.3648 -2.0791 -3.7574
H -2.9671 -2.7564 -2.2370
H -3.9903 -1.6718 -3.1895
H 5.1677 2.2166 2.7189
H -2.4586 0.2308 -2.7369
H -2.6518 -3.0741 2.1411
H -0.2767 -3.1285 1.2894
H -3.2356 -3.3046 0.4860

***

DFT (ωB97M-V/def2-TZVPD) results for a cluster of 2 separate species, C14H30N4O5P3S in total in a non-equilibrium geometry.

The largest force on an atom comes out at 0.0494 Eh/bohr. As for the net charge: +1. The calculation puts the LUMO energy at -2.353 eV. For the frontier orbital gap, the calculation gives 8.78 eV. Its spin multiplicity is 1.

Cartesian coordinates (Å):
S -5.9759 3.2934 -3.1406
P -6.3068 2.5815 -1.3736
P -5.9439 -0.2058 -0.2376
P -1.4530 1.1941 -0.2081
O -7.0429 0.3369 0.7739
O -2.0389 -0.2598 -0.4357
O -0.7755 1.1526 1.2349
O -0.4474 1.4979 -1.2220
O -6.8054 -0.5838 -1.5212
N -3.7453 0.5999 2.4680
N -5.1249 -1.4218 0.2386
N 3.2214 -0.4373 0.3682
N -3.5699 0.6979 -2.8573
C 3.6207 -3.4026 1.6567
C 5.7606 -0.5929 -1.1049
C 5.5740 0.4203 0.0131
C -4.2864 0.9067 -1.9689
C -4.1256 1.9688 0.2901
C 3.3563 -1.2668 -0.8887
C 2.3247 -1.1523 1.3556
C 2.9423 -2.1869 2.2887
C -3.8956 1.1891 1.4850
C -5.0082 1.2817 -0.7994
C -2.7584 2.4289 -0.2586
C 4.4383 -0.7734 -1.8321
C 4.5379 -0.0783 1.0055
C 2.5018 0.8244 -0.0053
H -4.6298 2.8579 0.6092
H 2.3826 1.4313 0.8868
H 1.5253 -1.5953 0.7608
H 4.5265 -3.1404 1.1090
H 4.9296 -0.9710 1.4848
H -7.8353 -0.1703 0.5863
H 2.1206 -2.5488 2.9095
H 5.2913 1.3928 -0.3958
H -4.1295 -1.2365 0.2221
H 3.6263 -1.7005 2.9849
H 3.5650 -2.2882 -0.5865
H 3.9223 -4.1032 2.4328
H -0.8725 0.2713 1.5973
H 2.9442 -3.9247 0.9783
H 3.0819 1.3592 -0.7484
H 6.5115 0.5704 0.5481
H 6.0936 -1.5498 -0.6898
H 6.5351 -0.2640 -1.7956
H 2.3796 -1.2569 -1.3695
H 4.5430 -1.4950 -2.6420
H -1.5189 -0.6990 -1.1101
H 1.8895 -0.3664 1.9715
H -7.5336 1.9044 -1.3228
H 1.5285 0.5625 -0.4089
H 4.3202 0.6608 1.7743
H -2.8379 2.8658 -1.2312
H 4.1396 0.1684 -2.2979
H -6.3362 3.5698 -0.3749
H -6.7099 -1.5356 -1.6026
H -2.4267 3.2186 0.3955

***

DFT (ωB97M-V/def2-TZVPD) results for a structure of composition C36H34IrN2O3 in a non-equilibrium geometry.

The largest force on an atom comes out at 0.0559 Eh/bohr. As for the net charge: +2. The calculation puts the LUMO energy (alpha / beta) at -8.474 / -8.870 eV. For the frontier orbital gap (alpha / beta), the calculation gives 4.89 / 4.48 eV. Its spin multiplicity is 2.

Cartesian coordinates (Å):
Ir 0.2776 0.6900 -1.2107
O 1.3718 2.5255 -0.8549
O 1.6168 -0.1997 -0.0981
O -1.0518 0.3149 -2.3843
N -1.0319 1.0625 0.3827
N 3.3932 3.3029 -0.1375
C -3.2819 1.0077 1.1546
C 1.2306 -4.0289 1.1648
C 4.1634 -0.1850 0.7685
C -2.8532 0.7135 2.4286
C -2.7882 1.4554 -1.2579
C 4.8208 -0.2312 3.4830
C -0.5957 0.8126 1.6373
C -1.9972 -1.8313 -0.7147
C -2.4583 -2.8916 0.0571
C 1.3587 -1.6795 1.7538
C 4.8369 3.3991 -0.4028
C -4.1158 0.5076 -6.1230
C 1.6778 -0.2778 1.2797
C -3.7077 -0.7147 -5.6053
C -1.4901 0.6225 2.6697
C 0.4721 -3.2503 3.3576
C 3.4950 -0.2900 3.0985
C -3.5376 1.5719 -4.0472
C 5.8188 -0.1600 2.5200
C -3.1289 0.3507 -3.5221
C 1.5976 -2.7511 0.8404
C 5.4835 -0.1192 1.1634
C 2.8844 3.8547 1.1162
C 0.8770 0.8624 1.8997
C -2.4641 0.2475 -2.1537
C 2.6151 2.7018 -1.0006
C 3.1466 -0.2485 1.7335
C 0.6673 -4.2897 2.4229
C -3.2077 -0.7898 -4.3161
C -2.8863 -1.0339 -1.4251
C -2.3524 1.1723 0.1380
C -4.2445 -1.3368 -1.3771
C -4.0345 1.6472 -5.3420
C 0.8378 -1.9724 3.0448
C -3.8133 -3.1691 0.1225
C -4.7041 -2.3973 -0.6118
H 3.1461 3.2030 1.9515
H 6.2646 -0.0471 0.4175
H -4.4896 0.5714 -7.1361
H 1.0488 0.9375 2.9726
H 5.0169 3.7540 -1.4152
H -4.3326 1.1215 0.9289
H -3.5656 0.5753 3.2311
H -4.3561 2.6010 -5.7385
H 0.3980 -5.3034 2.6910
H -2.2186 2.3075 -1.6378
H 2.7355 -0.3671 3.8640
H 3.8951 -0.1699 -0.2777
H -3.8495 1.6870 -1.2885
H 0.7015 -1.1894 3.7772
H 5.0791 -0.2548 4.5331
H 6.8586 -0.1588 2.8191
H 3.1161 2.4019 -1.9267
H -2.8691 -1.7421 -3.9268
H 2.0447 -2.5264 -0.1170
H 5.2731 4.1073 0.2946
H -1.1210 0.4436 3.6699
H 3.3345 4.8314 1.2782
H -3.7720 -1.6098 -6.2094
H 1.8068 3.9694 1.0514
H 0.0445 -3.4727 4.3258
H 1.2727 1.7629 1.4318
H -4.1779 -3.9819 0.7369
H -1.7535 -3.5058 0.6048
H -5.7626 -2.6211 -0.5884
H 5.3156 2.4312 -0.2667
H -4.9494 -0.7365 -1.9401
H 1.3805 -4.8350 0.4598
H -3.4806 2.4792 -3.4595
H -0.9320 -1.6384 -0.7633